Entry from the OMol25 dataset: the ion C22H31Cl2N10 with charge +1 (ωB97M-V/def2-TZVPD).

Element x y z (Å)
H -0.067 -2.868 2.076
N -0.261 -2.226 1.312
C 0.814 -1.816 0.702
N 0.800 -0.996 -0.370
C -0.182 -0.874 -1.217
N 0.032 0.010 -2.232
N -1.369 -1.498 -1.113
C -2.317 -1.788 -2.178
C -3.015 -0.575 -2.814
C -3.556 0.447 -1.815
C -4.778 -0.060 -1.053
C -5.455 1.031 -0.221
C -4.543 1.637 0.851
N -3.964 0.597 1.672
C -2.671 0.270 1.684
N -2.273 -0.832 2.336
N -1.812 1.034 1.020
C -0.557 1.259 1.329
N -0.065 1.113 2.575
N 0.205 1.782 0.355
C 1.594 1.968 0.282
C 2.071 2.815 -0.718
C 3.425 3.023 -0.885
C 4.327 2.380 -0.048
Cl 6.019 2.612 -0.257
C 3.866 1.528 0.944
C 2.509 1.317 1.104
N 2.054 -2.169 1.160
C 3.332 -1.857 0.695
C 4.403 -2.078 1.562
C 5.696 -1.775 1.184
C 5.935 -1.244 -0.076
Cl 7.544 -0.839 -0.548
C 4.883 -1.041 -0.955
C 3.591 -1.350 -0.575
H 0.992 0.306 -2.324
H -0.467 -0.130 -3.094
H -1.393 -2.104 -0.294
H -1.823 -2.359 -2.976
H -3.076 -2.434 -1.736
H -3.836 -0.965 -3.419
H -2.341 -0.060 -3.500
H -3.839 1.345 -2.367
H -2.763 0.712 -1.115
H -4.488 -0.890 -0.407
H -5.511 -0.441 -1.767
H -6.340 0.608 0.261
H -5.790 1.836 -0.875
H -5.121 2.315 1.485
H -3.720 2.188 0.401
H -4.621 -0.053 2.081
H -2.990 -1.453 2.681
H -1.410 -1.326 1.959
H -0.699 0.824 3.302
H 0.760 1.623 2.845
H -0.287 1.911 -0.520
H 1.370 3.314 -1.371
H 3.784 3.678 -1.662
H 4.569 1.013 1.578
H 2.184 0.596 1.835
H 2.053 -2.711 2.015
H 4.224 -2.492 2.544
H 6.516 -1.947 1.862
H 5.076 -0.645 -1.939
H 2.774 -1.194 -1.255

Properties
- highest occupied orbital energy (eV) = -10.48
- LUMO energy (eV) = -2.1
- energy above the lowest of the compared OMol25 structures with the same formula, charge and spin (kcal/mol) = 8.4
- structure (SMILES) = [H]/N=C(/N=C(/N)NCCCCCCN/C(N)=N/C(N)=[NH+]/c1ccc(Cl)cc1)Nc1ccc(Cl)cc1
- net charge = +1

Entry from the OMol25 dataset: a cluster of 3 separate species, C22H31ClFN2O10P3 in total in a non-equilibrium geometry (ωB97M-V/def2-TZVPD).

Element x y z (Å)
C -2.259 6.428 -4.959
C -2.758 4.901 -4.945
Cl -3.823 4.685 -6.466
C -1.586 3.808 -5.064
N -0.386 4.150 -4.212
C 0.460 2.934 -4.463
O 1.233 2.885 -5.440
C 0.160 1.927 -3.263
C 0.415 0.407 -3.075
C 1.073 -0.457 -4.227
O 0.868 -1.713 -4.193
N 1.944 0.048 -5.312
C 1.440 -0.287 -6.641
O 2.141 0.057 -7.622
F 0.197 -0.952 -6.887
C -0.002 -0.201 -1.682
C -0.654 0.670 -0.535
P -1.021 -0.246 1.075
C -2.630 0.326 1.886
O 0.271 0.213 2.151
C -0.927 2.203 -0.771
P -1.686 3.308 0.552
P 0.013 4.362 1.449
O 1.150 4.323 0.383
O 0.537 3.387 2.767
O -0.352 5.957 1.912
C -0.512 2.788 -2.148
C -0.607 4.259 -2.764
O -0.810 5.241 -2.015
H -3.078 7.066 -4.456
H -2.218 6.756 -6.062
H -1.267 6.608 -4.426
H -3.467 4.711 -4.061
H -1.271 3.761 -6.169
H -1.991 2.770 -4.789
H 2.932 -0.230 -5.186
H 0.178 -1.309 -1.484
H -3.263 0.960 1.167
H -2.325 1.052 2.739
H -3.225 -0.511 2.400
H 0.531 -0.653 2.567
H -2.511 4.254 -0.170
H 1.204 2.762 2.401
H 0.398 6.493 1.541
C 3.422 -3.054 5.875
C 2.023 -2.977 6.443
C 1.285 -2.213 5.362
O 1.920 -2.537 4.117
C 3.152 -3.219 4.393
H 4.022 -3.865 6.291
H 3.949 -2.111 6.056
H 1.606 -3.985 6.540
H 1.971 -2.491 7.419
H 1.371 -1.131 5.511
H 0.225 -2.475 5.313
H 3.017 -4.274 4.130
H 3.949 -2.804 3.772
C -0.072 -6.615 1.944
C 0.506 -5.458 2.727
C -0.172 -4.268 2.078
O -1.455 -4.720 1.622
C -1.494 -6.151 1.699
H -0.021 -7.571 2.469
H 0.457 -6.719 0.991
H 0.204 -5.533 3.778
H 1.595 -5.401 2.689
H 0.390 -3.917 1.206
H -0.301 -3.431 2.768
H -2.150 -6.424 2.533
H -1.916 -6.558 0.777

Properties
- highest occupied orbital energy (eV) = -8.83
- LUMO energy (eV) = -2.0
- structure (SMILES) = C[C@@H](Cl)CN1C(=O)c2c(C(=O)NC(=O)F)cc(P(C)O)c(PP(=O)(O)O)c2C1=O.C1CCOC1.C1CCOC1
- net charge = 0

Entry from the OMol25 dataset: the molecule C22H31ClN4O4S (ωB97M-V/def2-TZVPD).

Element x y z (Å)
C -4.787 -5.283 1.775
C -4.601 -3.774 1.884
N -5.051 -3.078 0.691
C -4.168 -3.287 -0.445
C -4.723 -2.600 -1.686
N -4.859 -1.177 -1.435
C -5.229 -0.419 -2.611
C -4.045 -0.300 -3.582
N -2.839 0.089 -2.894
C -1.850 -0.802 -2.624
O -1.810 -1.917 -3.097
C -0.761 -0.225 -1.773
C -0.193 0.993 -2.116
C 0.863 1.510 -1.392
Cl 1.555 3.033 -1.869
C 1.384 0.819 -0.293
N 2.454 1.373 0.391
C 3.088 0.914 1.512
O 2.736 -0.078 2.125
C 4.251 1.727 1.920
C 4.879 1.528 3.101
C 4.412 0.557 4.140
O 5.984 2.173 3.547
C 6.698 3.021 2.677
C 5.779 3.969 1.928
S 4.790 2.985 0.769
C 0.806 -0.396 0.058
C -0.254 -0.930 -0.667
O -0.868 -2.089 -0.351
C -0.347 -2.868 0.702
C -5.764 -0.981 -0.321
C -5.186 -1.653 0.919
H -4.627 -5.743 2.747
H -4.087 -5.723 1.071
H -5.798 -5.503 1.444
H -3.543 -3.543 2.112
H -5.207 -3.409 2.718
H -4.088 -4.356 -0.644
H -3.162 -2.883 -0.251
H -4.017 -2.757 -2.501
H -5.696 -3.049 -1.955
H -5.512 0.586 -2.280
H -6.091 -0.855 -3.147
H -4.284 0.439 -4.354
H -3.833 -1.255 -4.064
H -2.892 0.923 -2.330
H -0.563 1.531 -2.975
H 2.788 2.242 -0.015
H 4.987 0.726 5.047
H 4.563 -0.463 3.794
H 3.350 0.674 4.336
H 7.390 3.572 3.321
H 7.276 2.423 1.960
H 6.341 4.686 1.335
H 5.109 4.487 2.614
H 1.213 -0.910 0.912
H -0.958 -3.769 0.728
H 0.696 -3.143 0.520
H -0.422 -2.348 1.663
H -5.874 0.090 -0.133
H -6.762 -1.407 -0.527
H -5.860 -1.493 1.765
H -4.211 -1.187 1.151

Properties
- highest occupied orbital energy (eV) = -8.17
- LUMO energy (eV) = 0.5
- energy above the lowest of the compared OMol25 structures with the same formula, charge and spin (kcal/mol) = 0.0
- structure (SMILES) = CCN1CCN(CCNC(=O)c2cc(Cl)c(NC(=O)C3=C(C)OCCS3)cc2OC)CC1
- net charge = 0